Formula: AgH3O
Source: OMol25
Level of theory: ωB97M-V with the def2-TZVPD basis set

Structure (XYZ):
```
5
Properties=species:S:1:pos:R:3:forces:R:3
Ag 0.67602 -0.34479 -0.80027 -0.08 -0.22 1.14
O 0.35945 -0.54673 1.27538 -0.41 0.61 -0.86
H 0.62933 -1.01336 2.06290 0.42 -0.34 -0.28
H -1.00720 1.08069 -1.06295 -0.02 0.07 -0.39
H -0.98864 1.18693 -1.82084 0.08 -0.12 0.39
```
Forces are in eV/Å.

E_HOMO = -8.6 eV